Entry i
{"formula": "C42H35FN3S6TeZr", "method": "ωB97M-V with the def2-TZVPD basis set", "symbols": ["Zr", "C", "C", "C", "C", "C", "C", "C", "C", "C", "H", "H", "H", "H", "H", "H", "H", "H", "H", "H", "H", "H", "N", "C", "C", "C", "C", "C", "C", "S", "N", "C", "C", "C", "C", "C", "C", "N", "H", "H", "H", "H", "H", "H", "H", "H", "H", "S", "C", "S", "C", "C", "S", "S", "S", "Te", "C", "C", "C", "C", "C", "C", "C", "C", "C", "C", "C", "C", "H", "H", "H", "H", "H", "H", "H", "H", "H", "H", "F", "C", "C", "C", "C", "C", "C", "H", "H", "H", "H"], "xyz": [[-0.69, 0.39, 0.68], [-4.36, 0.47, -0.95], [-3.12, 1.30, -0.86], [-2.08, 1.16, -1.81], [-1.03, 2.08, -1.87], [-0.14, 2.16, -3.07], [-0.92, 3.03, -0.85], [-1.91, 3.17, 0.12], [-1.86, 4.29, 1.12], [-3.00, 2.30, 0.09], [-4.19, -0.46, -1.49], [-5.12, 1.04, -1.49], [-4.74, 0.23, 0.04], [-2.19, 0.41, -2.58], [-0.49, 2.98, -3.71], [-0.17, 1.25, -3.67], [0.89, 2.39, -2.81], [-0.09, 3.73, -0.87], [-2.56, 5.07, 0.82], [-0.87, 4.73, 1.18], [-2.15, 3.95, 2.11], [-3.79, 2.42, 0.83], [3.29, 2.62, 1.36], [3.38, 3.47, 2.49], [4.55, 4.16, 2.74], [4.62, 4.99, 3.85], [3.53, 5.12, 4.69], [2.36, 4.42, 4.42], [2.28, 3.60, 3.32], [0.77, 2.72, 3.05], [1.04, 1.90, 1.54], [2.21, 1.91, 0.98], [2.40, 1.07, -0.24], [3.65, 0.81, -0.77], [3.75, 0.04, -1.92], [2.60, -0.43, -2.51], [1.39, -0.14, -1.90], [1.28, 0.56, -0.77], [4.10, 2.60, 0.77], [5.40, 4.05, 2.08], [5.54, 5.53, 4.06], [3.59, 5.76, 5.56], [1.51, 4.52, 5.08], [4.56, 1.15, -0.30], [4.73, -0.19, -2.33], [2.62, -1.03, -3.41], [0.47, -0.52, -2.31], [-3.15, -2.77, 6.79], [-2.86, -1.98, 5.40], [-2.39, -0.30, 5.33], [-2.30, -0.18, 3.60], [-2.59, -1.29, 2.90], [-2.56, -1.31, 1.16], [-3.01, -2.70, 3.82], [-1.84, 1.31, 2.81], [-0.83, -2.69, -0.96], [-2.71, -2.84, -1.92], [-2.98, -2.26, -3.15], [-4.25, -2.37, -3.71], [-5.25, -3.04, -3.02], [-4.98, -3.62, -1.79], [-3.71, -3.52, -1.24], [0.42, -3.24, -2.60], [1.42, -4.17, -2.32], [2.31, -4.56, -3.31], [2.22, -4.04, -4.58], [1.23, -3.11, -4.87], [0.35, -2.70, -3.88], [-2.22, -1.71, -3.69], [-4.45, -1.92, -4.67], [-6.24, -3.12, -3.45], [-5.76, -4.15, -1.26], [-3.51, -3.99, -0.28], [1.49, -4.61, -1.33], [3.07, -5.30, -3.08], [2.90, -4.36, -5.36], [1.14, -2.69, -5.87], [-0.40, -1.95, -4.13], [3.43, -3.38, 3.81], [2.57, -2.61, 3.13], [2.60, -2.63, 1.75], [1.71, -1.83, 1.06], [0.76, -1.01, 1.70], [0.79, -1.03, 3.10], [1.68, -1.82, 3.82], [3.32, -3.26, 1.24], [1.77, -1.86, -0.03], [0.12, -0.40, 3.67], [1.68, -1.82, 4.90]], "orbital_gap_ha": 0.2037, "multiplicity": 1, "lumo_energy_ev": -3.674, "total_charge": 1}

Entry ii
{"formula": "C42H35FN3S6TeZr", "method": "ωB97M-V with the def2-TZVPD basis set", "symbols": ["Zr", "C", "C", "C", "C", "C", "C", "C", "C", "C", "H", "H", "H", "H", "H", "H", "H", "H", "H", "H", "H", "H", "N", "C", "C", "C", "C", "C", "C", "S", "N", "C", "C", "C", "C", "C", "C", "N", "H", "H", "H", "H", "H", "H", "H", "H", "H", "S", "C", "S", "C", "C", "S", "S", "S", "Te", "C", "C", "C", "C", "C", "C", "C", "C", "C", "C", "C", "C", "H", "H", "H", "H", "H", "H", "H", "H", "H", "H", "F", "C", "C", "C", "C", "C", "C", "H", "H", "H", "H"], "xyz": [[-0.46, -0.09, -0.12], [1.55, -0.20, 3.28], [2.19, 0.10, 1.95], [1.83, 1.23, 1.19], [2.63, 1.63, 0.10], [2.48, 2.99, -0.53], [3.66, 0.81, -0.32], [3.95, -0.37, 0.36], [5.07, -1.26, -0.11], [3.22, -0.70, 1.49], [2.27, -0.72, 3.92], [0.68, -0.84, 3.18], [1.26, 0.73, 3.78], [1.14, 1.96, 1.61], [2.66, 2.96, -1.61], [3.22, 3.67, -0.10], [1.50, 3.43, -0.35], [4.26, 1.10, -1.17], [5.92, -1.19, 0.58], [5.42, -0.98, -1.10], [4.76, -2.31, -0.13], [3.49, -1.58, 2.06], [1.26, 1.07, -3.98], [2.45, 0.37, -4.31], [3.23, 0.81, -5.36], [4.40, 0.13, -5.70], [4.79, -0.97, -4.96], [4.01, -1.40, -3.89], [2.84, -0.73, -3.58], [1.82, -1.33, -2.27], [0.88, 0.07, -1.92], [0.65, 0.98, -2.79], [-0.33, 2.05, -2.43], [-0.93, 2.85, -3.37], [-1.76, 3.88, -2.96], [-1.92, 4.09, -1.61], [-1.32, 3.22, -0.73], [-0.56, 2.19, -1.12], [1.07, 1.89, -4.53], [2.93, 1.68, -5.93], [5.00, 0.47, -6.53], [5.69, -1.51, -5.22], [4.32, -2.26, -3.30], [-0.79, 2.66, -4.43], [-2.26, 4.51, -3.68], [-2.54, 4.90, -1.23], [-1.48, 3.32, 0.34], [-6.77, -3.77, -1.78], [-5.41, -2.90, -1.57], [-3.84, -3.40, -2.14], [-2.94, -2.01, -1.57], [-3.65, -1.07, -0.94], [-2.95, 0.41, -0.35], [-5.36, -1.37, -0.75], [-1.25, -1.86, -1.91], [-1.80, 1.34, 2.37], [-3.14, 0.05, 3.34], [-2.69, -0.78, 4.35], [-3.58, -1.62, 4.99], [-4.92, -1.65, 4.60], [-5.36, -0.82, 3.58], [-4.47, 0.04, 2.94], [-1.37, 2.45, 4.12], [-1.94, 3.72, 4.17], [-1.78, 4.51, 5.31], [-1.06, 4.02, 6.39], [-0.51, 2.75, 6.34], [-0.65, 1.96, 5.21], [-1.64, -0.79, 4.64], [-3.24, -2.28, 5.78], [-5.61, -2.31, 5.09], [-6.40, -0.84, 3.27], [-4.81, 0.68, 2.14], [-2.51, 4.10, 3.33], [-2.22, 5.49, 5.34], [-0.95, 4.63, 7.28], [0.05, 2.36, 7.19], [-0.23, 0.97, 5.19], [-0.67, -5.68, 2.81], [-0.60, -4.47, 2.23], [0.59, -4.08, 1.65], [0.66, -2.83, 1.07], [-0.43, -1.95, 1.05], [-1.62, -2.41, 1.63], [-1.71, -3.66, 2.23], [1.43, -4.76, 1.65], [1.60, -2.55, 0.60], [-2.51, -1.80, 1.62], [-2.64, -4.01, 2.68]], "orbital_gap_ha": 0.1931, "multiplicity": 1, "lumo_energy_ev": -3.928, "total_charge": 1}

The least stable of them is entry ii.

Entry i
{"formula": "C4H10O2S", "method": "ωB97M-V with the def2-TZVPD basis set", "symbols": ["O", "C", "C", "C", "C", "S", "H", "H", "H", "H", "H", "H", "H", "H", "O", "H", "H"], "xyz": [[-0.75, 2.41, -1.05], [-0.03, 1.71, -1.73], [0.64, 0.47, -1.24], [1.03, 0.66, 0.28], [0.41, -0.48, 1.16], [-0.86, 0.36, 2.21], [0.05, 2.07, -2.79], [1.56, 0.40, -1.85], [0.01, -0.39, -1.45], [2.10, 0.84, 0.38], [0.58, 1.60, 0.61], [1.16, -1.04, 1.68], [-0.14, -1.22, 0.55], [-0.59, -0.09, 3.40], [-1.85, -2.48, -0.37], [-2.20, -1.86, 0.27], [-1.11, -2.95, -0.04]], "orbital_gap_ha": 0.3630, "multiplicity": 1, "lumo_energy_ev": 0.680, "total_charge": 0}

Entry ii
{"formula": "C4H10O2S", "method": "ωB97M-V with the def2-TZVPD basis set", "symbols": ["O", "C", "C", "C", "C", "S", "H", "H", "H", "H", "H", "H", "H", "H", "O", "H", "H"], "xyz": [[-0.29, 0.24, -2.86], [-0.42, 1.05, -1.98], [-0.88, 0.70, -0.60], [0.12, 0.94, 0.59], [0.20, 2.36, 1.18], [0.33, 3.75, 0.01], [-0.41, 2.13, -2.20], [-1.76, 1.28, -0.32], [-1.22, -0.32, -0.51], [1.06, 0.59, 0.15], [-0.12, 0.33, 1.45], [-0.65, 2.43, 1.85], [1.08, 2.40, 1.82], [1.18, 3.07, -0.78], [0.62, -6.94, 0.35], [1.19, -6.52, 1.02], [-0.02, -7.48, 0.84]], "orbital_gap_ha": 0.3662, "multiplicity": 1, "lumo_energy_ev": 0.671, "total_charge": 0}

The least stable of them is entry i.

Entry i
{"formula": "C19H25F2NO3", "method": "ωB97M-V with the def2-TZVPD basis set", "symbols": ["C", "O", "C", "C", "C", "F", "C", "N", "C", "C", "C", "C", "C", "C", "C", "C", "O", "O", "C", "C", "C", "C", "C", "C", "F", "H", "H", "H", "H", "H", "H", "H", "H", "H", "H", "H", "H", "H", "H", "H", "H", "H", "H", "H", "H", "H", "H", "H", "H", "H"], "xyz": [[1.35, -7.34, 1.58], [1.05, -6.36, 2.66], [0.94, -5.03, 2.31], [0.17, -4.35, 3.23], [-0.01, -2.97, 2.85], [-0.97, -2.22, 3.43], [0.61, -2.40, 1.77], [0.37, -1.11, 1.17], [-0.88, -0.63, 0.56], [-0.39, 0.23, -0.66], [0.39, 1.47, -0.21], [0.96, 2.24, -1.43], [-0.15, 2.84, -2.33], [-1.04, 3.72, -1.47], [-2.29, 4.07, -2.33], [-1.84, 4.71, -3.65], [-1.09, 5.65, -3.67], [-2.10, 3.96, -4.72], [-1.69, 3.12, -0.15], [-0.47, 2.37, 0.58], [1.58, 0.98, 0.66], [1.13, 0.05, 1.75], [1.61, -3.05, 1.08], [1.72, -4.40, 1.28], [2.62, -5.02, 0.52], [0.89, -7.18, 0.59], [2.37, -7.34, 1.52], [1.07, -8.31, 1.98], [-0.30, -4.78, 4.08], [-1.49, -0.11, 1.23], [-1.49, -1.45, 0.13], [-1.19, 0.50, -1.31], [0.17, -0.41, -1.32], [1.60, 3.09, -1.06], [1.65, 1.71, -2.01], [0.33, 3.53, -3.09], [-0.71, 2.07, -2.96], [-0.61, 4.64, -1.17], [-2.76, 3.07, -2.50], [-3.04, 4.76, -1.88], [-1.66, 4.43, -5.51], [-2.12, 3.82, 0.53], [-2.38, 2.42, -0.44], [-0.99, 2.10, 1.59], [0.15, 3.17, 0.78], [2.06, 1.88, 1.00], [2.28, 0.30, 0.05], [0.49, 0.54, 2.47], [1.96, -0.39, 2.29], [2.12, -2.56, 0.19]], "orbital_gap_ha": 0.3231, "multiplicity": 1, "lumo_energy_ev": 0.703, "total_charge": 0}

Entry ii
{"formula": "C19H25F2NO3", "method": "ωB97M-V with the def2-TZVPD basis set", "symbols": ["C", "C", "C", "C", "O", "C", "O", "O", "C", "C", "N", "H", "H", "H", "H", "H", "H", "H", "H", "H", "H", "H", "H", "H", "H", "H", "F", "C", "C", "C", "C", "C", "C", "H", "H", "H", "H", "H", "F", "C", "C", "C", "C", "C", "C", "H", "H", "H", "H", "H"], "xyz": [[2.45, 0.00, 2.98], [2.63, 0.14, 1.36], [1.74, -1.02, 0.61], [2.32, 1.68, 0.79], [1.28, 2.38, 1.55], [-0.07, 1.80, 1.28], [-0.48, 1.84, 0.00], [-0.80, 1.21, 2.41], [-2.26, 1.32, 2.25], [-2.91, 0.14, 1.26], [-2.46, -1.26, 1.71], [1.49, -0.61, 3.29], [3.36, -0.58, 3.48], [2.37, 1.05, 3.51], [3.79, -0.04, 1.14], [2.34, -2.05, 0.70], [0.64, -1.09, 1.04], [1.72, -0.75, -0.54], [3.34, 2.27, 0.96], [2.13, 1.64, -0.38], [-2.65, 2.39, 1.97], [-2.73, 1.08, 3.33], [-4.09, 0.25, 1.31], [-2.57, 0.26, 0.15], [-2.87, -1.90, 0.97], [-2.97, -1.45, 2.61], [-3.27, -3.34, 0.05], [-2.58, -4.48, -0.10], [-3.25, -5.69, 0.04], [-2.54, -6.88, -0.12], [-1.17, -6.84, -0.40], [-0.51, -5.62, -0.53], [-1.22, -4.43, -0.38], [-4.31, -5.70, 0.26], [-3.04, -7.84, -0.02], [-0.61, -7.77, -0.52], [0.55, -5.59, -0.74], [-0.73, -3.47, -0.49], [2.19, 6.59, -5.07], [1.84, 5.76, -4.08], [1.46, 4.45, -4.37], [1.11, 3.59, -3.34], [1.13, 4.04, -2.02], [1.51, 5.35, -1.73], [1.87, 6.21, -2.76], [1.45, 4.12, -5.41], [0.82, 2.56, -3.56], [0.85, 3.36, -1.21], [1.52, 5.70, -0.70], [2.17, 7.23, -2.56]], "orbital_gap_ha": 0.3561, "multiplicity": 1, "lumo_energy_ev": 0.711, "total_charge": 0}

The least stable of them is entry ii.

Entry i
{"formula": "C10H17N2", "method": "ωB97M-V with the def2-TZVPD basis set", "symbols": ["C", "C", "C", "C", "C", "C", "C", "C", "C", "C", "N", "N", "H", "H", "H", "H", "H", "H", "H", "H", "H", "H", "H", "H", "H", "H", "H", "H", "H"], "xyz": [[-2.10, 2.49, -0.90], [-1.05, 2.73, -0.02], [-2.67, 1.20, -0.84], [-0.49, 1.85, 0.83], [-1.96, 0.18, -0.27], [-0.86, 0.52, 0.61], [1.07, -0.44, 2.13], [1.85, -2.16, -0.89], [1.15, -0.02, -1.65], [-0.11, -0.55, 1.18], [-0.68, -1.78, 1.23], [1.51, -0.83, -0.53], [-2.54, 3.26, -1.58], [-0.76, 3.77, -0.11], [-3.54, 1.03, -1.45], [0.24, 2.22, 1.62], [-2.44, -0.72, -0.27], [2.01, -1.05, 1.83], [0.68, -0.65, 3.20], [1.40, 0.58, 2.13], [1.35, -2.28, -1.83], [2.89, -2.24, -0.89], [1.42, -2.79, -0.13], [1.93, 0.02, -2.52], [0.13, -0.29, -2.01], [0.97, 0.96, -1.18], [-1.63, -1.97, 0.81], [-0.13, -2.63, 1.63], [2.37, -0.40, -0.11]], "orbital_gap_ha": 0.3133, "multiplicity": 1, "lumo_energy_ev": -4.329, "total_charge": 1}

Entry ii
{"formula": "C10H17N2", "method": "ωB97M-V with the def2-TZVPD basis set", "symbols": ["C", "C", "C", "C", "C", "C", "C", "C", "C", "C", "N", "N", "H", "H", "H", "H", "H", "H", "H", "H", "H", "H", "H", "H", "H", "H", "H", "H", "H"], "xyz": [[-3.30, -1.27, 0.56], [-1.96, -1.20, 0.18], [-4.09, -0.13, 0.44], [-3.60, 1.07, -0.08], [-1.54, 0.02, -0.27], [1.51, -1.80, -0.86], [3.07, 0.25, -0.33], [1.35, -0.80, 1.41], [-1.65, 2.21, -1.18], [1.54, -0.56, -0.09], [-2.27, 1.15, -0.42], [0.87, 0.50, -0.57], [-3.65, -2.10, 1.14], [-1.31, -1.99, 0.44], [-5.07, -0.11, 0.74], [-4.19, 2.04, -0.25], [0.33, -1.98, -0.92], [1.92, -1.71, -1.89], [1.96, -2.63, -0.34], [3.14, 1.29, -0.03], [3.48, -0.02, -1.29], [3.50, -0.46, 0.36], [1.70, 0.05, 1.95], [0.32, -0.96, 1.62], [1.92, -1.72, 1.75], [-2.22, 2.34, -2.14], [-1.79, 3.15, -0.73], [-0.65, 1.92, -1.31], [0.82, 0.53, -1.66]], "orbital_gap_ha": [0.3208, 0.2805], "multiplicity": 1, "lumo_energy_ev": [-3.961, -4.331], "total_charge": 1}

The least stable of them is entry ii.

Entry i
{"formula": "C4H5I", "method": "ωB97M-V with the def2-TZVPD basis set", "symbols": ["C", "C", "C", "C", "I", "H", "H", "H", "H", "H"], "xyz": [[-1.33, -0.21, -0.81], [0.46, 1.42, -0.22], [-0.05, 0.10, -0.09], [0.37, -0.84, 0.97], [-0.82, 1.89, -1.92], [-1.40, -0.93, -1.60], [1.32, 1.97, -0.34], [-0.45, -0.98, 1.69], [1.24, -0.49, 1.57], [0.67, -1.93, 0.75]], "orbital_gap_ha": 0.2785, "multiplicity": 1, "lumo_energy_ev": -0.367, "total_charge": 0}

Entry ii
{"formula": "C4H5I", "method": "ωB97M-V with the def2-TZVPD basis set", "symbols": ["C", "C", "I", "H", "C", "C", "H", "H", "H", "H"], "xyz": [[-1.54, 1.93, 0.09], [-2.39, 1.10, 0.06], [-3.79, -0.36, -0.02], [-0.81, 2.69, 0.12], [1.31, -1.47, 0.25], [1.54, -0.31, -0.33], [1.06, -1.56, 1.29], [1.35, -2.39, -0.31], [1.49, 0.62, 0.21], [1.78, -0.24, -1.37]], "orbital_gap_ha": 0.3666, "multiplicity": 1, "lumo_energy_ev": 0.359, "total_charge": 0}

The least stable of them is entry i.

Entry i
{"formula": "C3H10S3", "method": "ωB97M-V with the def2-TZVPD basis set", "symbols": ["C", "C", "C", "S", "H", "H", "H", "H", "H", "H", "H", "H", "S", "S", "H", "H"], "xyz": [[-1.63, -1.34, -1.14], [-1.19, -1.21, 0.32], [0.01, -0.25, 0.40], [0.61, -0.08, 2.14], [-2.55, -1.92, -1.23], [-0.87, -1.80, -1.77], [-1.82, -0.35, -1.56], [-2.00, -0.84, 0.94], [-0.89, -2.19, 0.70], [-0.38, 0.75, 0.23], [0.81, -0.51, -0.28], [1.36, -1.18, 2.15], [2.99, 3.49, -0.38], [1.01, 3.00, 0.00], [3.25, 2.50, -1.26], [1.29, 1.93, 0.76]], "orbital_gap_ha": 0.3483, "multiplicity": 1, "lumo_energy_ev": 0.373, "total_charge": 0}

Entry ii
{"formula": "C3H10S3", "method": "ωB97M-V with the def2-TZVPD basis set", "symbols": ["C", "S", "C", "H", "H", "H", "H", "H", "H", "C", "S", "S", "H", "H", "H", "H"], "xyz": [[-2.16, 2.73, -0.37], [-1.65, 1.11, -0.91], [-1.46, 0.37, 0.78], [-2.10, 2.69, 0.76], [-1.42, 3.47, -0.65], [-3.09, 3.08, -0.81], [-2.47, 0.40, 1.21], [-0.83, 1.08, 1.28], [-1.19, -0.69, 0.75], [2.47, -2.82, -0.73], [2.40, -2.32, 1.09], [1.67, -0.45, 0.84], [3.48, -2.68, -1.07], [2.12, -3.86, -0.74], [1.77, -2.14, -1.24], [2.47, 0.02, -0.17]], "orbital_gap_ha": 0.3297, "multiplicity": 1, "lumo_energy_ev": 0.637, "total_charge": 0}

The least stable of them is entry ii.